DFT (ωB97M-V/def2-TZVPD) results for 3 unconnected molecules or ions with the total composition C21H42B3IN2O6.

The multiplicity is 3. As for the charge: 0. As for the expectation value of S²: 2.0089. Its HOMO energy (alpha / beta) is -0.32478 / -0.34792 Ha. The calculation puts the LUMO energy (alpha / beta) at -0.2 / -0.2 eV. For the maximum force, the calculation gives 0.1076 hartree/bohr.

Geometry (Å):
1 I -2.346 2.326 -3.669
2 O 5.361 0.810 0.232
3 O 2.058 6.230 -1.606
4 O -1.587 2.591 -0.723
5 O -3.466 -3.696 -0.173
6 O 0.529 4.780 -3.012
7 O -0.237 6.955 -2.158
8 N 5.032 -0.124 1.165
9 N -3.903 -2.597 0.499
10 C -1.713 -1.608 -0.300
11 C -5.975 -4.035 0.791
12 C -3.857 -1.018 -1.470
13 C -1.868 3.265 -1.749
14 C -6.009 -2.152 -0.851
15 C 2.732 -0.637 0.260
16 C -1.839 4.882 -1.659
17 C 3.098 1.446 1.616
18 C -3.239 -1.403 -0.111
19 C -3.319 -0.191 0.850
20 C 2.572 3.624 -1.700
21 C -5.375 -0.887 -1.413
22 C 4.668 -2.094 -0.397
23 C 6.996 -1.347 0.119
24 C -5.933 -1.761 1.652
25 C 5.706 -2.396 1.895
26 C 3.176 -2.053 -0.093
27 C -5.397 -2.625 0.487
28 C 3.180 -0.709 2.740
29 C 3.560 -0.020 1.405
30 C 5.553 -1.440 0.688
31 B 1.699 4.919 -2.133
32 B -0.500 5.523 -2.309
33 B 0.878 6.969 -1.204
34 H 4.972 -3.135 -0.550
35 H 2.618 -2.399 -0.969
36 H -5.905 -2.945 -1.602
37 H 3.638 1.911 2.447
38 H -3.086 -0.485 1.878
39 H -4.285 0.312 0.844
40 H -1.246 -0.697 -0.687
41 H -5.551 -4.447 1.712
42 H 1.670 -0.651 0.527
43 H 3.391 3.326 -2.435
44 H -5.792 -4.746 -0.020
45 H 3.887 -0.450 3.534
46 H 2.190 -0.389 3.076
47 H -5.415 -1.996 2.587
48 H 3.119 -1.793 2.672
49 H -1.229 -1.849 0.652
50 H 2.932 -2.749 0.714
51 H -1.475 -2.398 -1.016
52 H 3.234 2.066 0.728
53 H -5.667 -0.017 -0.818
54 H -3.598 -1.769 -2.226
55 H 6.302 -3.274 1.627
56 H -5.855 -0.689 1.477
57 H -5.760 -0.705 -2.422
58 H 3.042 3.853 -0.675
59 H -1.788 5.109 -0.524
60 H -3.428 -0.074 -1.824
61 H 4.762 -2.793 2.264
62 H 6.221 -1.902 2.724
63 H 1.818 2.768 -1.507
64 H -2.808 5.364 -2.026
65 H 7.037 -0.804 -0.829
66 H -6.998 -1.947 1.822
67 H -7.060 -3.991 0.919
68 H 0.818 7.581 -0.182
69 H 2.031 1.486 1.854
70 H 7.399 -2.344 -0.083
71 H -7.086 -1.989 -0.732
72 H 2.809 -0.011 -0.638
73 H 7.671 -0.857 0.827
74 H -2.597 0.581 0.566
75 H 4.832 -1.588 -1.357

=====

DFT (ωB97M-V/def2-TZVPD) results for 11 unconnected molecules or ions with the total composition C21H42FN13O20.

As for the charge: 0. Its HOMO energy is -0.30927 Ha. The calculation puts the LUMO energy at -0.5 eV. The SMILES is CCCNc1cccc2nc(F)cnc12.C[N+](=O)[O-].C[N+](=O)[O-].C[N+](=O)[O-].C[N+](=O)[O-].C[N+](=O)[O-].C[N+](=O)[O-].C[N+](=O)[O-].C[N+](=O)[O-].C[N+](=O)[O-].C[N+](=O)[O-]. For the maximum force, the calculation gives 0.0186 hartree/bohr.

Geometry (Å):
1 F -2.307 -2.519 -2.195
2 O 1.897 -4.844 -3.375
3 O -5.204 7.618 -0.407
4 O 9.799 -3.249 5.076
5 O -13.135 4.536 1.054
6 O 9.693 -1.690 2.601
7 O 6.591 -4.309 -2.521
8 O 10.976 0.023 2.367
9 O -6.735 1.383 -0.229
10 O 5.020 0.278 -2.089
11 O -8.945 2.854 1.212
12 O -14.714 4.458 2.519
13 O 8.227 -4.335 4.087
14 O 0.554 -6.511 -3.630
15 O 4.545 -0.985 -0.413
16 O 8.680 -3.856 -2.265
17 O 7.836 -7.140 1.805
18 O 5.894 -6.942 0.902
19 O -5.233 2.662 0.634
20 O -7.250 7.155 -0.902
21 O -10.804 1.892 1.716
22 N 6.668 -6.801 1.826
23 N -0.455 0.496 -2.450
24 N 0.068 3.262 -2.556
25 N 7.668 -4.454 -1.974
26 N 4.715 -0.789 -1.601
27 N -13.554 4.578 2.193
28 N 9.392 -4.003 4.227
29 N -6.225 6.977 -0.279
30 N -6.081 1.797 0.704
31 N -10.008 2.342 0.922
32 N 9.913 -0.495 2.621
33 N 0.796 -5.356 -3.360
34 N -3.136 -0.440 -2.207
35 C 4.532 -1.954 -2.509
36 C -3.637 3.192 -2.177
37 C -0.358 -4.495 -2.977
38 C -2.310 3.648 -2.305
39 C -6.333 1.203 2.043
40 C 0.689 3.660 -1.269
41 C -2.832 0.904 -2.246
42 C 7.755 -5.434 -0.856
43 C 6.173 -6.153 3.066
44 C -2.102 -1.190 -2.256
45 C -12.566 4.793 3.285
46 C -1.251 2.765 -2.409
47 C -3.873 1.844 -2.165
48 C 10.391 -4.572 3.283
49 C -6.207 5.881 0.728
50 C -0.757 -0.761 -2.375
51 C 2.686 2.062 -1.411
52 C 1.487 2.545 -0.599
53 C 8.773 0.386 2.991
54 C -1.506 1.369 -2.367
55 C -10.368 2.257 -0.519
56 H 3.432 2.841 -1.553
57 H 8.453 0.098 3.988
58 H -4.892 1.493 -2.091
59 H 1.296 4.548 -1.438
60 H 3.511 -2.308 -2.389
61 H 0.838 1.694 -0.396
62 H -2.085 4.704 -2.324
63 H 7.982 0.216 2.266
64 H 8.495 -6.178 -1.132
65 H 11.119 -5.119 3.875
66 H -11.583 4.879 2.839
67 H -5.989 6.329 1.694
68 H 6.310 -6.854 3.884
69 H 5.244 -2.715 -2.210
70 H 6.783 -5.890 -0.711
71 H -10.498 1.207 -0.759
72 H -7.178 5.399 0.732
73 H -9.563 2.695 -1.098
74 H 9.114 1.414 2.968
75 H -0.819 -4.932 -2.097
76 H -7.112 0.456 1.946
77 H -4.468 3.873 -2.090
78 H 10.853 -3.740 2.762
79 H -12.847 5.705 3.804
80 H 9.877 -5.231 2.593
81 H -12.621 3.934 3.947
82 H -0.122 3.929 -0.593
83 H 0.632 2.560 -3.017
84 H -5.401 0.758 2.380
85 H 0.037 -1.492 -2.418
86 H 5.125 -5.911 2.929
87 H 0.020 -3.508 -2.769
88 H -5.427 5.183 0.438
89 H -11.296 2.806 -0.650
90 H 2.380 1.666 -2.378
91 H -1.052 -4.482 -3.811
92 H 1.838 2.942 0.356
93 H -6.645 2.005 2.703
94 H 4.716 -1.630 -3.526
95 H 6.781 -5.259 3.212
96 H 3.157 1.255 -0.859
97 H 8.068 -4.884 0.027

=====

DFT (ωB97M-V/def2-TZVPD) results for 3 unconnected molecules or ions with the total composition C21H42FN2O2.

As for the charge: +1. Its HOMO energy is -0.46673 Ha. The calculation puts the LUMO energy at -4.2 eV. For the maximum force, the calculation gives 0.1768 hartree/bohr.

Geometry (Å):
1 F -7.243 1.196 0.918
2 O -0.311 -1.720 1.460
3 O -0.354 0.222 -0.108
4 N -3.567 2.333 1.313
5 N -1.397 2.223 2.225
6 C -2.134 3.246 3.103
7 C -1.194 -2.086 -2.770
8 C 8.406 -0.236 4.030
9 C -4.807 2.084 0.472
10 C -5.303 -0.373 1.626
11 C -3.971 -2.560 -5.270
12 C 6.646 1.225 2.912
13 C -5.836 1.202 1.451
14 C -4.044 -1.696 -4.009
15 C -1.812 0.449 0.007
16 C -1.517 -1.152 -3.926
17 C -4.146 -1.764 -6.552
18 C -2.954 -0.625 -3.888
19 C 5.629 -0.710 1.530
20 C 8.083 0.698 2.874
21 C -3.635 3.327 2.451
22 C -2.237 1.596 1.102
23 C 1.468 0.042 1.934
24 C 5.556 0.154 2.791
25 C 0.175 -0.532 1.041
26 C 5.454 0.086 0.248
27 H 5.486 -0.582 -0.618
28 H -4.012 -2.350 -3.130
29 H -4.590 3.946 2.722
30 H -4.407 -0.607 0.897
31 H -0.398 2.046 2.467
32 H 1.112 -0.006 3.069
33 H -0.832 -0.297 -3.885
34 H -1.765 3.850 4.037
35 H -3.108 -0.080 -2.948
36 H -0.151 -2.411 -2.830
37 H 6.523 1.964 2.113
38 H 1.620 1.201 1.714
39 H -5.111 -1.247 -6.559
40 H -6.206 -1.098 1.357
41 H -1.821 -2.982 -2.786
42 H 2.436 -0.580 1.723
43 H 6.246 0.830 0.122
44 H -3.354 -1.020 -6.678
45 H 7.779 -1.132 4.014
46 H 8.281 0.191 1.925
47 H -5.857 1.643 2.560
48 H 8.263 0.269 4.990
49 H 4.489 0.603 0.241
50 H -1.319 -1.659 -4.875
51 H 6.492 1.770 3.852
52 H -4.468 1.478 -0.474
53 H -4.114 -2.432 -7.418
54 H 6.577 -1.262 1.496
55 H -2.346 -0.603 0.180
56 H 4.578 0.651 2.825
57 H -5.022 -1.199 -3.975
58 H 4.838 -1.468 1.582
59 H -4.762 -3.318 -5.218
60 H -4.916 -0.566 2.721
61 H 9.449 -0.561 3.970
62 H -1.337 -1.581 -1.810
63 H -2.210 0.816 -1.054
64 H 8.768 1.553 2.915
65 H -3.023 -3.112 -5.304
66 H -3.077 0.114 -4.687
67 H -5.270 3.100 0.120
68 H 5.588 -0.500 3.670

=====

DFT (ωB97M-V/def2-TZVPD) results for a molecular structure, C21H42FeN4O7S.

The multiplicity is 6. As for the charge: +1. As for the expectation value of S²: 8.7578. As for the energy relative to the best compared isomer or geometry (same formula, charge and spin): 0.0 kcal/mol. Its HOMO energy (alpha / beta) is -0.46840 / -0.46843 Ha. The calculation puts the LUMO energy (alpha / beta) at -2.0 / -5.0 eV. For the maximum force, the calculation gives 0.0342 hartree/bohr.

Geometry (Å):
1 Fe 1.095 -0.521 -0.056
2 S -2.513 2.238 0.771
3 O 4.769 -0.260 -1.371
4 O 2.103 -4.264 -0.700
5 O 1.096 -2.282 -1.039
6 O -1.606 3.044 1.563
7 O -2.709 2.658 -0.601
8 O -2.068 0.801 0.811
9 O 2.974 -0.479 -0.047
10 N 1.323 0.405 -1.919
11 N 0.790 1.240 0.878
12 N 0.585 -1.903 1.467
13 N -1.334 -1.220 -0.634
14 C 3.583 -0.306 -1.217
15 C -0.709 -2.680 1.306
16 C -3.459 -0.521 -1.769
17 C 0.751 -1.196 2.805
18 C 1.846 -0.103 2.744
19 C 0.481 0.998 -4.231
20 C 2.998 1.933 1.908
21 C 1.653 -3.232 -0.294
22 C 1.617 1.332 2.163
23 C 0.898 2.289 -0.184
24 C 1.678 -2.884 1.197
25 C 0.878 2.251 3.135
26 C -1.208 0.318 -2.510
27 C -1.869 -2.095 0.451
28 C 2.620 -0.170 -2.383
29 C 1.542 1.840 -1.516
30 C -2.004 -0.904 -1.979
31 C 0.259 0.151 -2.983
32 C -4.082 2.254 1.574
33 C -1.886 -2.146 -2.851
34 C -0.565 -0.672 3.363
35 H -3.555 0.421 -1.238
36 H 1.128 -1.962 3.490
37 H 2.933 2.984 1.629
38 H 0.787 3.250 2.708
39 H -1.075 0.005 2.678
40 H -3.997 -1.308 -1.236
41 H -0.111 2.646 -0.372
42 H -0.128 1.915 3.366
43 H 1.141 2.494 -2.289
44 H 2.147 0.059 3.782
45 H -4.741 1.552 1.067
46 H 2.619 2.007 -1.490
47 H -0.862 -2.512 -2.929
48 H 2.647 -2.449 1.438
49 H -0.432 -3.635 0.865
50 H 2.442 -1.167 -2.786
51 H -0.450 -1.691 -0.926
52 H 0.155 2.029 -4.089
53 H -3.932 -0.410 -2.745
54 H -2.406 -2.934 0.011
55 H 0.432 -0.892 -3.246
56 H -3.948 1.981 2.617
57 H 3.075 0.453 -3.151
58 H -1.108 -2.911 2.291
59 H 3.565 1.385 1.160
60 H -0.352 -0.136 4.286
61 H 1.541 -3.785 1.796
62 H -2.556 -1.489 1.034
63 H 3.559 1.896 2.842
64 H 1.518 0.999 -4.563
65 H 1.448 2.329 4.062
66 H -2.505 -2.953 -2.456
67 H -0.185 1.297 1.186
68 H -0.120 0.581 -5.039
69 H -1.326 -0.269 -0.163
70 H -1.302 1.135 -1.785
71 H 1.457 3.146 0.186
72 H -2.252 -1.920 -3.853
73 H -1.778 0.672 -3.372
74 H -4.477 3.265 1.493
75 H 2.730 -0.519 2.258
76 H -1.258 -1.469 3.627

=====

DFT (ωB97M-V/def2-TZVPD) results for a molecular structure, C21H43AlO16.

As for the charge: +2. As for the energy relative to the best compared isomer or geometry (same formula, charge and spin): 100.6 kcal/mol. Its HOMO energy is -0.50092 Ha. The calculation puts the LUMO energy at -12.4 eV. For the maximum force, the calculation gives 0.0903 hartree/bohr.

Geometry (Å):
1 Al -5.650 -1.730 3.116
2 O -7.696 -2.554 -2.563
3 O -9.379 3.543 -0.909
4 O -2.234 3.485 4.050
5 O 9.516 2.079 0.011
6 O 9.757 -5.759 1.605
7 O -7.632 2.925 0.457
8 O -1.647 4.764 5.996
9 O -9.427 -3.325 -3.977
10 O -7.508 -2.852 -4.744
11 O -0.195 4.482 4.361
12 O 7.672 1.980 1.510
13 O 9.556 -8.017 1.466
14 O -7.381 4.103 -1.395
15 O -1.086 -1.163 -0.681
16 O 7.340 1.964 -0.663
17 O 7.719 -6.923 1.362
18 C 0.184 -0.994 -1.287
19 C -8.194 -2.905 -3.636
20 C 6.838 -5.812 1.378
21 C -10.575 -3.322 -3.052
22 C -5.984 3.984 -1.398
23 C -1.429 4.196 4.727
24 C 6.274 2.029 -2.744
25 C 8.422 1.880 2.689
26 C -5.452 -4.307 -4.438
27 C 7.602 2.310 -1.949
28 C 0.198 4.219 2.996
29 C -10.398 2.935 -0.148
30 C 8.280 1.942 0.262
31 C 7.008 -5.027 0.007
32 C -8.131 3.495 -0.527
33 C -2.694 4.242 6.755
34 C 1.226 5.192 2.417
35 C -6.067 -2.861 -4.755
36 C -5.287 5.061 -2.240
37 C 10.918 -8.190 1.721
38 C 9.050 -6.778 1.518
39 H -5.566 5.076 -3.293
40 H -11.273 -3.978 -3.572
41 H -2.526 3.199 7.024
42 H 0.800 6.183 2.259
43 H -10.447 3.299 0.878
44 H 6.286 2.367 -3.780
45 H -11.395 3.117 -0.549
46 H -10.280 -3.774 -2.105
47 H -5.733 2.980 -1.741
48 H -10.302 1.850 -0.171
49 H 0.893 -1.713 -0.874
50 H 8.444 1.681 -2.237
51 H 8.068 -4.881 -0.200
52 H 6.528 -5.543 -0.825
53 H 0.616 0.003 -1.199
54 H -5.726 -2.572 -5.749
55 H 5.962 0.996 -2.592
56 H -5.588 3.984 -0.382
57 H 0.628 3.222 3.091
58 H -5.903 -4.798 -3.576
59 H -5.310 6.045 -1.771
60 H 5.466 2.467 -2.159
61 H 7.888 3.359 -1.878
62 H -5.672 -4.994 -5.255
63 H 6.519 -4.057 0.101
64 H 6.960 -5.171 2.251
65 H 11.111 -7.851 2.738
66 H 11.278 -9.176 1.428
67 H 9.219 1.147 2.816
68 H 11.588 -7.556 1.141
69 H 5.818 -6.164 1.528
70 H -5.683 -2.184 -3.992
71 H 0.186 -1.307 -2.331
72 H 2.032 5.370 3.129
73 H -3.690 4.473 6.377
74 H 7.689 1.699 3.476
75 H -4.374 -4.224 -4.295
76 H -0.604 4.068 2.273
77 H -11.064 -2.348 -3.066
78 H -2.580 4.782 7.695
79 H -4.235 4.775 -2.249
80 H 8.836 2.862 2.917
81 H 1.620 4.997 1.420

=====

DFT (ωB97M-V/def2-TZVPD) results for a molecular structure, C21H43BO2P2Pd.

The multiplicity is 3. As for the charge: 0. As for the expectation value of S²: 2.0061. As for the energy relative to the best compared isomer or geometry (same formula, charge and spin): 5.8 kcal/mol. Its HOMO energy (alpha / beta) is -0.14888 / -0.28741 Ha. The calculation puts the LUMO energy (alpha / beta) at 0.7 / -1.6 eV. For the maximum force, the calculation gives 0.0350 hartree/bohr.

Geometry (Å):
1 Pd -0.385 -0.073 0.057
2 P -4.366 -4.356 -0.922
3 P -2.029 -5.230 -2.799
4 O -0.241 2.921 0.725
5 O 0.547 1.553 2.431
6 C -2.697 -1.085 -1.634
7 C 0.513 -2.290 -0.842
8 C -3.399 -6.483 -2.499
9 C -6.113 -3.779 -1.056
10 C -4.543 -5.425 0.583
11 C -0.730 -6.517 -2.936
12 C -1.617 -1.994 -2.275
13 C -4.690 -5.789 -2.116
14 C 0.022 -3.223 0.230
15 C -2.423 -5.015 -4.593
16 C -1.329 4.180 2.432
17 C -1.867 -1.566 0.795
18 C 0.598 3.047 4.277
19 C 0.686 5.034 1.332
20 C -2.458 -0.763 -0.184
21 C 0.008 3.781 1.833
22 C 2.372 3.099 2.608
23 C 0.880 2.886 2.804
24 C 1.460 0.741 -0.308
25 C -0.198 -1.727 -1.872
26 C -1.449 -3.000 0.668
27 B 0.059 1.609 1.110
28 H 0.651 -3.097 1.127
29 H 2.193 0.659 0.508
30 H -0.460 2.915 4.505
31 H -1.671 -1.877 -3.376
32 H -4.644 -4.795 1.476
33 H -1.589 -3.469 1.661
34 H -3.042 -7.172 -1.718
35 H -1.862 3.327 2.859
36 H 2.932 2.382 3.226
37 H 1.651 4.847 0.860
38 H 0.918 4.043 4.591
39 H -6.298 -3.410 -2.075
40 H 0.189 -4.258 -0.109
41 H 1.508 1.732 -0.789
42 H 0.215 -6.066 -3.262
43 H -1.605 -4.488 -5.099
44 H -3.702 -1.518 -1.765
45 H -2.715 -0.147 -2.208
46 H -5.376 -6.492 -1.624
47 H -1.987 -1.212 1.823
48 H -3.357 -4.450 -4.716
49 H 0.041 5.544 0.610
50 H -5.218 -5.380 -2.991
51 H -3.664 -6.074 0.692
52 H -1.949 4.630 1.649
53 H -1.060 -7.267 -3.668
54 H -1.863 -3.050 -2.032
55 H -0.594 -6.995 -1.955
56 H 0.366 -1.133 -2.603
57 H 0.837 5.708 2.181
58 H -3.519 -7.061 -3.425
59 H -6.302 -2.972 -0.338
60 H 1.779 0.021 -1.079
61 H -2.542 -6.014 -5.037
62 H 1.603 -2.190 -0.908
63 H -6.793 -4.619 -0.852
64 H 2.640 4.102 2.954
65 H 1.173 2.308 4.838
66 H 2.702 2.984 1.565
67 H -5.442 -6.049 0.478
68 H -2.130 -3.545 -0.010
69 H -1.179 4.935 3.211
70 H -3.065 0.058 0.205